# 1
The following is a DFT calculation (ωB97M-V with the def2-TZVPD basis set) of a cluster of 3 separate species, C18H33NO7S in total in a non-equilibrium geometry.

Summary:
energy above the lowest of the compared OMol25 structures with the same formula, charge and spin: 4.734 eV
LUMO: -0.098 eV
total charge: 0
DFT total energy: -1685.01141 Ha
F_max: 0.1089 hartree/bohr
Kohn-Sham gap: 9.2 eV
SMILES string: C[C@H](O)C[C@H]1OS(=O)(=O)O[C@@H]1c1cccnc1.CCOCC.CCOCC

Geometry (Å):
C (2.333, 4.295, -1.379)
C (2.316, 4.195, -2.979)
O (1.485, 5.245, -3.582)
C (1.993, 2.727, -3.543)
C (0.431, 2.368, -3.645)
O (0.487, 0.919, -3.947)
S (-0.808, 0.109, -3.251)
O (-1.738, -0.357, -4.356)
O (-0.487, -1.180, -2.517)
O (-1.321, 1.391, -2.316)
C (-0.505, 2.635, -2.363)
C (-1.686, 3.730, -2.504)
C (-1.681, 4.780, -3.667)
C (-2.901, 5.758, -3.730)
C (-3.985, 5.587, -2.642)
N (-3.999, 4.665, -1.554)
C (-2.880, 3.785, -1.522)
H (2.728, 5.349, -1.109)
H (3.081, 3.536, -0.949)
H (1.311, 4.209, -0.884)
H (3.396, 4.437, -3.322)
H (1.863, 5.469, -4.467)
H (2.533, 1.969, -2.875)
H (2.415, 2.692, -4.618)
H (0.105, 2.779, -4.664)
H (0.046, 2.563, -1.369)
H (-0.859, 4.864, -4.445)
H (-3.000, 6.538, -4.564)
H (-4.893, 6.293, -2.722)
H (-2.861, 3.017, -0.663)
C (-0.973, -2.569, 2.869)
C (-2.320, -1.868, 2.910)
O (-2.498, -0.920, 1.867)
C (-2.454, -1.425, 0.539)
C (-3.541, -2.445, 0.245)
H (-0.159, -1.841, 2.832)
H (-0.843, -3.199, 3.752)
H (-0.881, -3.208, 1.988)
H (-2.397, -1.312, 3.848)
H (-3.142, -2.592, 2.910)
H (-1.462, -1.831, 0.318)
H (-2.592, -0.566, -0.123)
H (-3.396, -3.362, 0.821)
H (-3.536, -2.712, -0.815)
H (-4.525, -2.047, 0.506)
C (2.726, -4.706, 2.238)
C (2.728, -3.736, 3.406)
O (1.838, -4.105, 4.452)
C (2.091, -5.350, 5.088)
C (3.446, -5.414, 5.772)
H (1.709, -4.872, 1.875)
H (3.336, -4.319, 1.419)
H (3.134, -5.679, 2.525)
H (2.393, -2.758, 3.048)
H (3.739, -3.592, 3.801)
H (1.969, -6.173, 4.378)
H (1.310, -5.474, 5.843)
H (4.263, -5.382, 5.048)
H (3.541, -6.342, 6.342)
H (3.576, -4.567, 6.450)

***

# 2
The following is a DFT calculation (ωB97M-V with the def2-TZVPD basis set) of a structure of composition C12H11MnNO4 in a non-equilibrium geometry.

Summary:
2S+1: 6
LUMO (alpha / beta): -8.101 / -11.473 eV
⟨S²⟩: 8.838
total charge: +2
DFT total energy: -1969.70308 Ha
F_max: 0.1776 hartree/bohr
Kohn-Sham gap (alpha / beta): 6.7 / 3.3 eV

Geometry (Å):
Mn (0.032, -0.013, -0.920)
O (-0.032, 2.914, -0.654)
C (0.017, 1.827, -1.086)
C (0.013, -1.875, -1.096)
O (0.019, -2.961, -0.743)
C (1.730, -0.020, -1.672)
O (2.687, -0.042, -2.340)
C (-1.680, -0.002, -1.702)
O (-2.662, 0.045, -2.307)
C (-0.007, 0.697, -5.869)
H (-0.947, 1.251, -5.796)
H (0.931, 1.257, -5.808)
C (-0.008, -0.627, -5.882)
H (0.929, -1.187, -5.836)
H (-0.947, -1.180, -5.826)
N (-0.094, -0.272, 1.172)
C (-0.009, 0.011, 2.516)
C (1.226, -0.106, 3.180)
C (1.206, -0.165, 4.567)
C (-0.008, -0.055, 5.255)
C (-1.212, 0.172, 4.577)
C (-1.223, 0.215, 3.193)
H (0.848, -0.245, 0.683)
H (-0.799, 0.284, 0.665)
H (2.146, -0.149, 2.588)
H (2.143, -0.302, 5.099)
H (-0.018, -0.143, 6.333)
H (-2.149, 0.310, 5.109)
H (-2.133, 0.360, 2.602)

***

total charge of number 1 (C18H33NO7S)? 0

***

Among the records above, which one has the lowest total charge? C18H33NO7S